(P)
This record from OMol25 describes 4 unconnected molecules or ions with the total composition C4H15NO3. The level of theory is ωB97M-V with the def2-TZVPD basis set.

Geometry (Å):
C  -0.03  -1.27  -0.07
C  1.35  -0.78  -0.45
C  2.33  -1.84  -0.82
C  1.69  0.51  -0.38
N  0.85  1.58  -0.05
H  -0.69  -1.43  -0.93
H  0.10  -2.21  0.48
H  -0.56  -0.64  0.65
H  1.84  -2.72  -1.27
H  3.01  -1.49  -1.59
H  2.80  -2.29  0.06
H  2.65  0.85  -0.75
H  1.30  2.48  -0.03
H  0.16  1.54  0.68
O  -3.25  0.15  0.56
H  -3.03  1.05  0.87
H  -3.39  0.22  -0.39
O  -1.76  1.11  -1.72
H  -1.23  1.87  -1.48
H  -1.22  0.36  -1.50
O  -1.18  1.32  2.61
H  -1.38  0.41  2.42
H  -0.37  1.24  3.13

Computed properties:
HOMO-LUMO gap   8.5 eV
Charge   0
Highest occupied orbital energy   -7.97 eV

(Q)
This record from OMol25 describes 4 unconnected molecules or ions with the total composition C4H15NO3. The level of theory is ωB97M-V with the def2-TZVPD basis set.

Geometry (Å):
C  -0.92  -0.36  -2.03
N  -0.28  0.31  -1.11
C  -1.02  0.76  0.05
C  -1.59  -0.43  1.02
C  -2.41  -0.01  2.19
H  -1.93  -0.82  -1.95
H  -0.51  -0.57  -3.02
H  -0.48  1.41  0.72
H  -1.92  1.37  -0.33
H  -2.15  -1.12  0.39
H  -0.73  -1.01  1.37
H  -2.19  -0.82  3.14
H  -2.01  0.94  2.59
H  -3.41  0.11  2.02
O  1.02  -2.61  -1.26
H  1.84  -2.26  -1.37
H  0.58  -1.96  -0.71
O  3.16  0.89  -1.60
H  3.21  1.67  -1.00
H  2.23  0.86  -1.67
O  3.26  1.42  1.19
H  3.84  0.99  0.58
H  2.42  1.22  0.79

Computed properties:
HOMO-LUMO gap   10.5 eV
Charge   0
Highest occupied orbital energy   -10.17 eV

(R)
This record from OMol25 describes 4 unconnected molecules or ions with the total composition C4H15NO3. The level of theory is ωB97M-V with the def2-TZVPD basis set.

Geometry (Å):
C  -0.67  -1.42  -1.52
C  -0.30  -0.24  -1.03
N  0.96  0.31  -1.12
C  -1.39  0.53  -0.35
C  -2.74  0.67  -1.22
H  -1.61  -1.87  -1.24
H  0.08  -2.15  -2.07
H  0.97  1.25  -1.17
H  1.88  -0.21  -1.37
H  -1.15  1.50  0.04
H  -1.61  0.15  0.69
H  -2.45  0.60  -2.36
H  -3.51  0.06  -0.92
H  -3.13  1.68  -1.07
O  -0.69  -1.02  2.13
H  -1.33  -1.78  2.03
H  -0.16  -1.28  2.99
O  2.51  -0.78  2.03
H  1.87  -0.48  1.46
H  2.71  0.07  2.41
O  3.00  1.32  0.43
H  3.30  2.14  0.13
H  3.48  0.96  1.09

Computed properties:
HOMO-LUMO gap   8.1 eV
Charge   0
Highest occupied orbital energy   -7.56 eV

The most stable arrangement is (P), and the next structure is 1.644 eV less stable.

(P)
This record from OMol25 describes 4 unconnected molecules or ions with the total composition C4H15NO3. The level of theory is ωB97M-V with the def2-TZVPD basis set.

Geometry (Å):
C  0.29  2.38  -0.62
N  -0.27  1.28  -0.86
C  -1.23  0.83  0.17
C  -2.05  -0.33  -0.33
C  -3.03  -0.88  0.67
H  0.23  2.98  0.28
H  0.93  2.82  -1.39
H  -0.68  0.62  1.08
H  -1.90  1.68  0.36
H  -2.53  -0.01  -1.26
H  -1.39  -1.12  -0.70
H  -3.62  -1.69  0.25
H  -2.56  -1.12  1.62
H  -3.79  -0.13  0.94
O  1.25  -1.16  -1.51
H  2.18  -1.13  -1.27
H  0.89  -0.29  -1.28
O  2.97  0.26  0.74
H  3.35  1.08  1.08
H  2.87  -0.35  1.47
O  0.93  -1.58  1.31
H  0.97  -2.46  1.67
H  0.72  -1.42  0.37

Computed properties:
HOMO-LUMO gap   10.7 eV
Charge   0
Highest occupied orbital energy   -10.04 eV

(Q)
This record from OMol25 describes 4 unconnected molecules or ions with the total composition C4H15NO3. The level of theory is ωB97M-V with the def2-TZVPD basis set.

Geometry (Å):
C  -1.18  -2.09  1.36
C  -1.17  -1.04  0.36
C  -1.22  -0.86  -0.98
N  -1.55  0.58  -1.40
C  -0.39  1.33  -1.07
H  -0.76  -1.78  2.30
H  -2.23  -2.21  1.61
H  -0.96  -3.12  0.99
H  -1.30  -0.11  1.13
H  -1.18  -1.48  -1.72
H  -2.01  0.60  -2.37
H  0.52  1.02  -1.54
H  -0.61  2.41  -1.25
H  -0.14  1.06  0.02
O  1.05  -1.01  1.53
H  1.30  -1.73  2.05
H  1.61  -1.31  0.81
O  2.45  -0.09  -0.83
H  3.28  0.25  -1.08
H  1.83  -0.20  -1.63
O  0.96  3.62  0.80
H  0.97  3.49  -0.10
H  0.70  2.66  1.00

Computed properties:
HOMO-LUMO gap   8.5 eV
Charge   0
Highest occupied orbital energy   -8.02 eV

The most stable arrangement is (P), and the next structure is 3.287 eV less stable.

(P)
This record from OMol25 describes a molecular structure, C27H31BN14O4V. The level of theory is ωB97M-V with the def2-TZVPD basis set.

Geometry (Å):
V  -0.55  -0.13  0.04
C  1.48  -2.45  2.79
C  1.93  -1.15  2.19
C  3.19  -0.62  2.44
C  3.19  0.62  1.85
N  2.00  0.83  1.29
N  1.21  -0.27  1.45
B  1.60  2.03  0.38
N  0.15  2.44  0.82
C  -0.24  3.64  1.23
C  -1.44  3.51  1.90
C  -1.75  2.16  1.86
C  -2.89  1.52  2.58
N  -0.78  1.51  1.17
N  1.61  1.43  -1.04
C  2.25  1.80  -2.15
C  2.29  0.73  -3.01
C  1.63  -0.31  -2.36
C  1.56  -1.71  -2.87
N  1.20  0.13  -1.15
N  2.50  3.20  0.58
C  2.90  3.75  1.76
C  3.31  5.03  1.52
C  3.10  5.22  0.12
C  3.39  6.44  -0.69
N  2.59  4.13  -0.42
H  2.33  -2.88  3.31
H  0.71  -2.31  3.55
H  1.16  -3.20  2.07
H  3.98  -1.08  3.01
H  3.96  1.37  1.79
H  0.38  4.51  1.05
H  -2.01  4.29  2.39
H  -3.09  2.07  3.49
H  -3.80  1.53  1.98
H  -2.67  0.49  2.87
H  2.67  2.79  -2.22
H  2.78  0.67  -3.97
H  2.41  -1.88  -3.52
H  1.61  -2.44  -2.06
H  0.66  -1.90  -3.47
H  2.85  3.21  2.69
H  3.71  5.73  2.22
H  4.43  6.73  -0.60
H  3.16  6.25  -1.74
H  2.78  7.28  -0.35
O  -1.94  0.91  -3.49
C  -1.62  0.29  -2.53
O  -1.17  0.83  -1.38
C  -1.65  -1.21  -2.43
C  -2.32  -1.99  -3.38
C  -2.34  -3.34  -3.20
C  -1.59  -3.92  -2.15
C  -1.49  -5.32  -1.97
C  -0.66  -5.84  -1.02
C  0.14  -4.98  -0.23
C  0.03  -3.62  -0.36
C  -0.87  -3.06  -1.29
N  -0.99  -1.71  -1.40
H  -2.83  -1.49  -4.19
H  -2.88  -3.98  -3.88
H  -2.05  -5.97  -2.62
H  -0.57  -6.91  -0.90
H  0.86  -5.40  0.45
H  0.73  -2.96  0.14
N  -1.12  -1.52  1.65
N  -2.40  -2.09  1.56
C  -3.31  -1.37  0.85
N  -4.58  -1.77  0.87
N  -2.79  -0.32  0.25
N  -3.71  0.45  -0.53
O  -3.60  1.63  -0.43
O  -4.47  -0.17  -1.25
H  -0.45  -2.28  1.68
H  -1.01  -0.96  2.49
H  -2.70  -2.66  2.34
H  -4.85  -2.58  1.39
H  -5.23  -1.39  0.20

Computed properties:
HOMO-LUMO gap (spin up / spin down)   5.5 / 6.2 eV
Expectation value of S²   0.765
Charge   +2
2S+1   2
Highest occupied orbital energy (spin up / spin down)   -13.70 / -13.70 eV

(Q)
This record from OMol25 describes a molecular structure, C27H31BN14O4V. The level of theory is ωB97M-V with the def2-TZVPD basis set.

Geometry (Å):
V  0.14  -0.30  -0.36
C  2.51  -1.73  2.09
C  2.72  -1.80  0.62
C  3.82  -2.35  -0.02
C  3.56  -2.23  -1.38
N  2.38  -1.64  -1.53
N  1.85  -1.36  -0.31
B  1.61  -1.42  -2.87
N  0.19  -2.01  -2.71
C  -0.57  -2.73  -3.55
C  -1.85  -2.83  -3.01
C  -1.82  -2.11  -1.83
C  -2.92  -1.89  -0.86
N  -0.57  -1.62  -1.65
N  1.39  0.10  -3.04
C  1.74  0.93  -4.03
C  1.14  2.15  -3.81
C  0.40  2.00  -2.64
C  -0.49  3.06  -2.07
N  0.57  0.75  -2.16
N  2.38  -2.07  -3.98
C  2.48  -3.40  -4.28
C  3.59  -3.57  -5.05
C  4.16  -2.28  -5.17
C  5.40  -1.89  -5.90
N  3.45  -1.39  -4.50
H  3.11  -2.50  2.57
H  2.80  -0.77  2.50
H  1.47  -1.89  2.35
H  4.68  -2.80  0.44
H  4.13  -2.54  -2.24
H  -0.18  -3.10  -4.47
H  -2.69  -3.35  -3.44
H  -3.85  -2.29  -1.26
H  -2.72  -2.38  0.09
H  -3.08  -0.83  -0.65
H  2.40  0.58  -4.81
H  1.19  3.02  -4.44
H  -0.63  3.83  -2.83
H  -1.47  2.68  -1.80
H  -0.05  3.56  -1.21
H  1.77  -4.12  -3.92
H  3.94  -4.49  -5.49
H  5.51  -2.47  -6.81
H  5.37  -0.83  -6.16
H  6.29  -2.06  -5.29
O  -2.35  -1.34  2.21
C  -1.28  -0.82  2.24
O  -0.43  -0.98  1.14
C  -0.74  0.00  3.36
C  -1.50  0.00  4.56
C  -1.04  0.76  5.60
C  0.16  1.49  5.45
C  0.71  2.28  6.49
C  1.88  2.94  6.31
C  2.58  2.84  5.08
C  2.07  2.10  4.06
C  0.84  1.41  4.21
N  0.36  0.67  3.17
H  -2.40  -0.58  4.62
H  -1.58  0.80  6.54
H  0.18  2.33  7.44
H  2.30  3.53  7.11
H  3.52  3.35  4.97
H  2.60  1.99  3.12
N  3.05  1.36  -0.43
N  2.71  2.31  0.52
C  1.44  2.50  0.91
N  1.16  3.55  1.65
N  0.52  1.59  0.48
N  -0.80  1.85  0.62
O  -1.30  2.69  1.31
O  -1.46  1.04  -0.08
H  3.77  0.74  -0.07
H  3.37  1.81  -1.28
H  3.40  2.96  0.86
H  1.88  4.21  1.90
H  0.25  3.65  2.07

Computed properties:
HOMO-LUMO gap (spin up / spin down)   5.9 / 6.5 eV
Expectation value of S²   0.761
Charge   +2
2S+1   2
Highest occupied orbital energy (spin up / spin down)   -13.90 / -13.90 eV

The most stable arrangement is (Q), and the next structure is 0.844 eV less stable.